[1]
C15H29NO9S | wB97M-V/def2-TZVPD

Calculated values
**Molecular weight**: 399.46 g/mol
**Charge**: 0
**Orbital gap**: 9.12 eV
**Calculated total energy**: -1718.907775 hartree
**Relative energy (zero: lowest compared OMol25 entry of this formula, charge and spin)**: 4.414 eV
**2S+1**: 1

Last column: Löwdin charge in e.
CARTESIAN COORDINATES (ANGSTROEM)
1 C 1.1073 -2.4365 3.3566  0.034
2 C 1.3432 -2.7775 2.0722  -0.081
3 C 1.1200 -1.9328 0.8291  -0.289
4 C 2.2451 -0.8956 0.5564  -0.072
5 C 2.0380 0.5565 0.9864  -0.187
6 C 1.6855 0.7956 2.4474  -0.167
7 C 1.7675 2.3006 2.7857  -0.239
8 O 0.4600 2.8679 2.8598  -0.068
9 O 1.3257 -2.8980 -0.2846  -0.172
10 S 0.0039 -3.7319 -0.5109  0.589
11 O 0.0059 -4.1691 -1.8584  -0.208
12 O -0.2514 -4.6890 0.5069  -0.204
13 O -0.9601 -2.4926 -0.3088  -0.132
14 C -0.3790 -1.4867 0.5722  -0.395
15 C -1.2902 -1.4686 1.7957  -0.078
16 C -2.6677 -0.8908 1.4698  -0.080
17 C -3.6976 -1.3819 2.4882  -0.491
18 N -4.4042 -0.4035 3.2514  0.110
19 O -3.9191 -2.5566 2.6200  0.103
20 O -0.5241 -0.2519 -0.0552  -0.054
21 C -0.5878 -0.2504 -1.4782  -0.093
22 C -0.3544 1.1856 -2.0420  -0.358
23 C 0.7621 1.2103 -3.0900  -0.027
24 O -0.1575 2.1611 -1.0204  -0.041
25 H 1.4999 -1.5642 3.8660  0.056
26 H 0.5286 -3.1261 3.9688  0.080
27 H 1.7713 -3.7528 1.8656  0.124
28 H 2.4961 -0.9598 -0.5030  0.124
29 H 3.1210 -1.2682 1.0921  0.128
30 H 1.3203 1.0397 0.3312  0.083
31 H 2.9929 1.0642 0.8043  0.120
32 H 0.6517 0.5310 2.6632  0.100
33 H 2.3939 0.2733 3.0932  0.107
34 H 2.3330 2.8133 2.0032  0.113
35 H 2.2414 2.4356 3.7563  0.113
36 H 0.2476 3.3025 2.0306  0.079
37 H -1.4316 -2.4989 2.1223  0.128
38 H -0.8339 -0.9294 2.6255  0.116
39 H -3.0244 -1.2188 0.4928  0.134
40 H -2.6331 0.1975 1.4836  0.115
41 H -3.8422 0.4385 3.3104  0.076
42 H -5.2689 -0.1625 2.7783  0.095
43 H -1.5800 -0.5621 -1.8041  0.134
44 H 0.1700 -0.9093 -1.9061  0.123
45 H -1.2740 1.4891 -2.5446  0.135
46 H 0.3082 1.1045 -4.0753  0.074
47 H 1.5024 0.4228 -2.9511  0.078
48 H 1.2429 2.1906 -3.1033  0.083
49 H 0.7467 2.4765 -1.0893  0.073
50 C 0.2238 3.6993 -6.4045  -0.161
51 O -0.8412 3.0063 -5.7642  -0.133
52 H 0.6830 4.3450 -5.6598  0.076
53 H 0.9791 3.0068 -6.7857  0.076
54 H -0.1417 4.3171 -7.2284  0.075
55 H -1.2537 2.4342 -6.4173  0.075



[2]
C15H29O6S3 | wB97M-V/def2-TZVPD

Calculated values
**Molecular weight**: 401.59 g/mol
**Charge**: +1
**Orbital gap**: 7.76 eV
**Calculated total energy**: -2234.326454 hartree
**2S+1**: 1

Last column: Löwdin charge in e.
CARTESIAN COORDINATES (ANGSTROEM)
1 C 3.4411 2.1213 -0.1987  0.118
2 C 2.7385 0.9981 0.3334  -0.278
3 S 2.1455 -0.6941 0.9950  1.076
4 C 0.4783 -1.1013 0.2410  -0.391
5 O -0.3313 0.0755 -0.1269  -0.210
6 C -1.6419 -0.5247 -0.5410  -0.139
7 C -2.8796 -0.1218 0.4734  -0.145
8 O -4.1149 -0.0732 -0.3748  -0.229
9 C -5.1537 0.7521 0.2619  -0.254
10 C -4.8835 2.3802 0.1536  -0.103
11 H 4.3072 2.9117 -0.4193  0.113
12 H 1.9787 -0.4343 2.3915  0.049
13 H 0.6533 -1.8205 -0.6773  0.148
14 H -0.1397 -1.6820 1.0714  0.114
15 H -1.5748 -1.7097 -0.6177  0.138
16 H -1.9728 -0.1666 -1.6256  0.160
17 H -3.0034 -0.9171 1.3390  0.133
18 H -2.6176 0.9438 0.9265  0.138
19 H -5.3519 0.3756 1.3610  0.129
20 H -6.1650 0.5529 -0.3300  0.137
21 H -3.9020 2.7280 0.7218  0.075
22 H -5.8432 2.9111 0.5624  0.088
23 H -4.7175 2.6113 -0.9949  0.093
24 C -1.6947 -3.8619 5.4641  -0.213
25 C -1.3094 -4.5418 4.1511  -0.208
26 C -0.9224 -3.4434 3.1622  -0.242
27 S -0.3133 -2.0800 4.1429  0.660
28 O -1.2208 -0.9621 3.9915  -0.314
29 O 1.1164 -1.9507 3.9440  -0.361
30 C -0.6057 -2.8335 5.7311  -0.222
31 H -1.7785 -4.5807 6.2843  0.127
32 H -2.6640 -3.3619 5.3509  0.127
33 H -0.4517 -5.2039 4.3213  0.126
34 H -2.1256 -5.1564 3.7589  0.125
35 H -0.1387 -3.7767 2.4772  0.102
36 H -1.7887 -3.0923 2.5948  0.100
37 H -0.9010 -2.0736 6.4566  0.119
38 H 0.3231 -3.3168 6.0483  0.117
39 C 2.4448 2.9558 -5.4934  -0.223
40 C 2.7308 1.6656 -4.7263  -0.226
41 C 4.2474 1.5371 -4.5943  -0.231
42 S 4.8937 3.2025 -4.6153  0.668
43 O 5.6891 3.3728 -5.8129  -0.308
44 O 5.3953 3.5360 -3.2971  -0.349
45 C 3.3279 4.0185 -4.8566  -0.235
46 H 1.3871 3.2307 -5.4456  0.120
47 H 2.7143 2.8261 -6.5484  0.126
48 H 2.2775 1.7259 -3.7294  0.108
49 H 2.3028 0.7926 -5.2290  0.117
50 H 4.5297 1.0497 -3.6577  0.098
51 H 4.6784 0.9956 -5.4408  0.111
52 H 3.4594 4.9009 -5.4852  0.114
53 H 2.9471 4.3095 -3.8731  0.107



[3]
C15H30BeFNO18 | wB97M-V/def2-TZVPD

Calculated values
**Molecular weight**: 540.40 g/mol
**Charge**: 0
**Orbital gap**: 3.45 eV
**Calculated total energy**: -2112.737790 hartree
**Relative energy (zero: lowest compared OMol25 entry of this formula, charge and spin)**: 0.870 eV
**2S+1**: 1

Last column: Löwdin charge in e.
CARTESIAN COORDINATES (ANGSTROEM)
1 Be 9.3872 34.5219 -8.6059  1.105
2 N 7.8152 32.7499 -5.1402  -0.706
3 O 7.8437 32.2620 -6.2057  0.079
4 O 7.4325 32.1208 -4.1452  0.054
5 O 8.0506 33.9035 -5.1762  0.047
6 F 10.6759 36.2728 -10.9830  -0.586
7 C 7.6656 39.1842 -10.3138  -0.012
8 O 7.3604 39.7250 -9.0057  0.004
9 C 7.7315 39.0878 -7.9099  -0.589
10 O 8.3304 37.9903 -7.8444  0.053
11 O 7.2448 39.7835 -6.9016  0.010
12 C 7.5827 39.4117 -5.5704  -0.040
13 H 8.7435 39.0930 -10.4476  0.094
14 H 7.3682 39.9343 -11.0467  0.093
15 H 7.2671 38.1838 -10.4823  0.095
16 H 7.4160 38.3778 -5.2681  0.093
17 H 7.0706 40.0633 -4.8624  0.096
18 H 8.6619 39.5092 -5.4527  0.096
19 C 12.0178 36.3922 -3.5893  -0.038
20 O 12.9812 36.9224 -4.5141  -0.009
21 C 12.8536 36.6364 -5.8322  -0.517
22 O 11.9913 35.8655 -6.2959  0.057
23 O 13.7436 37.4272 -6.4769  -0.019
24 C 13.9102 37.4450 -7.8777  -0.036
25 H 12.4509 35.5562 -3.0401  0.090
26 H 11.1605 35.9254 -4.0743  0.086
27 H 11.7039 37.1172 -2.8383  0.092
28 H 14.7650 38.1053 -8.0237  0.095
29 H 13.0270 37.9282 -8.2955  0.101
30 H 14.0813 36.4645 -8.3222  0.101
31 C 6.8777 33.3639 -12.8744  -0.027
32 O 6.4636 32.0491 -12.4824  -0.008
33 C 7.1753 31.3546 -11.5722  -0.542
34 O 8.1424 31.7867 -10.9103  0.052
35 O 6.6104 30.1535 -11.3941  0.003
36 C 7.2306 29.2118 -10.5140  -0.040
37 H 7.8456 33.2769 -13.3680  0.100
38 H 7.0225 34.0448 -12.0357  0.089
39 H 6.1037 33.7940 -13.5100  0.096
40 H 6.5504 28.4337 -10.1677  0.093
41 H 7.5241 29.6980 -9.5837  0.091
42 H 8.1115 28.7261 -10.9338  0.097
43 C 3.8845 35.5394 -6.6850  -0.011
44 O 3.3478 35.1807 -7.9705  -0.053
45 C 4.1991 34.9849 -9.0349  -0.496
46 O 5.4456 34.9814 -8.9984  0.066
47 O 3.5598 34.7188 -10.2056  -0.009
48 C 2.1851 34.5298 -10.3398  -0.072
49 H 4.5769 34.7231 -6.4792  0.099
50 H 3.0505 35.4721 -5.9865  0.095
51 H 4.2556 36.5621 -6.7513  0.100
52 H 1.8392 33.9311 -9.4972  0.097
53 H 1.8889 33.9783 -11.2322  0.094
54 H 1.6364 35.4661 -10.4418  0.096
55 C 13.6869 29.8203 -9.6078  -0.036
56 O 14.3344 30.5835 -8.6386  -0.019
57 C 13.8559 31.7252 -8.2313  -0.552
58 O 12.7887 32.2103 -8.6723  0.067
59 O 14.5499 32.2875 -7.1967  -0.003
60 C 15.8322 31.7621 -6.7781  -0.041
61 H 12.8510 29.3153 -9.1237  0.106
62 H 14.4460 29.0645 -9.8091  0.098
63 H 13.4512 30.3751 -10.5160  0.107
64 H 16.5665 31.9704 -7.5562  0.090
65 H 15.9004 30.6936 -6.5741  0.092
66 H 16.2090 32.3405 -5.9346  0.092



[4]
C15H30BrIN6O18P2SSi2 | wB97M-V/def2-TZVPD

Calculated values
**Molecular weight**: 939.42 g/mol
**Charge**: 0
**Orbital gap**: 7.72 eV
**Calculated total energy**: -6803.495655 hartree
**2S+1**: 1

Last column: Löwdin charge in e.
CARTESIAN COORDINATES (ANGSTROEM)
1 O 2.4042 4.2120 -0.3647  0.043
2 N 2.6557 3.0500 -0.5233  -0.083
3 O 3.5391 2.8961 -1.5320  -0.161
4 C 3.3922 1.6155 -2.2065  -0.286
5 Si 2.2374 0.3534 -1.3421  0.271
6 C 3.0671 -0.0319 0.3793  -0.258
7 C 2.3312 0.6697 1.6093  -0.801
8 O 1.1034 0.7606 1.7938  -0.049
9 I 3.6496 1.5242 3.1705  0.721
10 O 0.5916 0.8486 -1.1548  -0.375
11 Si -0.1213 1.5158 -2.5773  -0.132
12 S -0.0400 0.2556 -4.3218  0.433
13 Br 0.6017 3.5993 -3.1493  0.411
14 C -2.0117 1.7135 -2.1585  -0.301
15 O -2.5484 0.3675 -2.2120  -0.217
16 C -3.4861 0.1061 -1.1672  -0.205
17 C -3.0597 0.1646 0.3227  -0.005
18 C -4.1267 -0.0832 1.4198  -0.046
19 C -5.6290 -0.3999 0.9983  -0.056
20 C -6.0385 -0.5002 -0.4985  -0.061
21 C -4.9600 -0.2452 -1.5797  0.005
22 P 2.4652 -1.5606 -2.4819  0.683
23 P 0.7973 -2.8734 -1.8616  0.405
24 O 0.0164 -3.3323 -3.1006  -0.406
25 O -0.2350 -2.0872 -0.7488  -0.242
26 O 1.5273 -4.2431 -1.0975  -0.256
27 H 4.4487 1.1372 -2.2203  0.114
28 H 3.0793 1.6983 -3.3073  0.088
29 H 4.1517 0.3211 0.3332  0.077
30 H 3.0664 -1.1822 0.5290  0.095
31 H -1.0700 0.6312 -5.2062  -0.114
32 H -2.0387 2.2072 -1.1283  0.106
33 H -2.4587 2.4441 -2.9166  0.099
34 H -1.9673 0.4285 0.5699  0.104
35 H -3.7994 -0.0099 2.5064  0.068
36 H -6.3662 -0.5382 1.8576  0.063
37 H -7.1353 -0.7469 -0.7539  0.099
38 H -5.2627 -0.3084 -2.6831  0.091
39 H 2.3595 -1.3032 -3.9050  -0.094
40 H -0.6942 -2.8200 -0.2405  0.060
41 H 0.9345 -5.0242 -1.1868  0.077
42 C 1.6428 -3.5678 3.0018  0.055
43 N 0.2957 -3.9993 2.5473  -0.418
44 O -0.2602 -4.8719 3.1903  0.089
45 O -0.1556 -3.4435 1.5574  0.029
46 H 1.9158 -4.1422 3.8852  0.099
47 H 2.3407 -3.7582 2.1866  0.100
48 H 1.5860 -2.5046 3.2347  0.100
49 C -4.8314 -0.0831 5.6849  0.041
50 N -5.8654 -0.0859 4.6172  -0.445
51 O -6.5018 -1.1152 4.4550  0.061
52 O -6.0018 0.9454 3.9792  0.050
53 H -4.8210 -1.0595 6.1659  0.096
54 H -3.8717 0.1246 5.2125  0.095
55 H -5.0980 0.6959 6.3983  0.102
56 C 5.8142 4.1211 -4.7841  0.046
57 N 6.6540 2.9224 -4.5244  -0.444
58 O 7.8207 3.1097 -4.2233  0.071
59 O 6.1101 1.8338 -4.6325  0.043
60 H 6.4247 5.0125 -4.6521  0.097
61 H 5.4497 4.0511 -5.8084  0.103
62 H 4.9916 4.1072 -4.0692  0.092
63 C 4.3056 2.9955 7.2121  0.032
64 N 4.3035 1.5771 7.6558  -0.449
65 O 5.3475 0.9538 7.5468  0.058
66 O 3.2537 1.1398 8.0976  0.057
67 H 5.2990 3.2472 6.8446  0.095
68 H 3.5648 3.0927 6.4189  0.080
69 H 4.0461 3.6101 8.0734  0.101
70 C -3.5569 -2.8241 -4.4937  0.049
71 N -4.9367 -2.9428 -5.0378  -0.444
72 O -5.8406 -2.4362 -4.3907  0.049
73 O -5.0637 -3.5400 -6.0944  0.057
74 H -3.5951 -2.2723 -3.5556  0.081
75 H -3.1791 -3.8330 -4.3323  0.104
76 H -2.9578 -2.2908 -5.2307  0.100